A molecular structure, C3H2FOTl in a non-equilibrium geometry, computed with ωB97M-V/def2-TZVPD.

Values from the calculation:
total energy: -462.1455 hartree
lowest unoccupied orbital energy (spin up / spin down): -13.9 / -13.6 eV
charge: +2
maximum force: 11.57 eV Å⁻¹
relative energy (zero: lowest compared OMol25 entry of this formula, charge and spin): 1.820 eV

Element x y z (Å)
C -1.1996 0.0214 0.1443
O 0.6604 1.5711 0.0536
C 1.0509 0.4299 -0.3026
C -0.0371 -0.5617 -0.2471
F -2.3566 -0.2917 -0.4502
H -1.3530 0.5461 1.0907
H 0.1652 -1.6208 -0.0782
Tl 3.0698 -0.0942 -0.2106